# 1
DFT (the ωB97M-V functional and the def2-TZVPD basis) results for a structure of composition C38H46MoN4O6PSSbSe4.

Geometry as XYZ:
```
102
Properties=species:S:1:pos:R:3:mulliken_charge:R:1
Mo -0.4052 -0.7126 -0.6224 -1.72
O 1.8466 -1.3073 1.7073 -0.09
S 0.6630 -1.6017 2.4906 0.12
O 0.6165 -2.8845 3.1424 -0.73
N -0.6129 -1.2985 1.5749 1.29
C -1.8730 -1.7939 1.8937 -0.02
C -2.2415 -2.5262 3.0086 -0.74
C -3.5755 -2.8962 3.2460 -1.11
C -4.5768 -2.5657 2.3824 -1.17
C -4.2456 -1.8730 1.2000 1.56
C -5.2097 -1.5836 0.2113 -0.90
C -4.8380 -0.9742 -0.9468 -1.34
C -3.4861 -0.6453 -1.1273 -0.39
N -2.5676 -0.8801 -0.2190 1.70
C -2.9095 -1.5021 0.9516 -0.30
C 0.6853 -0.4008 3.8214 0.04
C 1.7241 0.5133 3.8978 0.44
C 1.7591 1.4356 4.9326 -0.90
C 0.7542 1.4508 5.8885 -0.47
C -0.2827 0.5308 5.8114 -0.79
C -0.3145 -0.4009 4.7849 -0.60
H -1.4843 -2.8704 3.6932 0.82
H -3.7935 -3.4822 4.1307 0.35
H -5.6005 -2.8765 2.5469 0.33
H -6.2344 -1.8938 0.3786 0.37
H -5.5406 -0.7755 -1.7435 0.46
H -3.1519 -0.1947 -2.0513 0.15
H 2.4858 0.5064 3.1316 0.19
H 2.5663 2.1563 4.9797 0.41
H 0.7754 2.1802 6.6895 0.36
H -1.0726 0.5366 6.5526 0.41
H -1.1236 -1.1142 4.7314 0.35
C 0.9831 3.6141 -3.0096 -0.47
C -0.2816 4.3990 -2.6727 -1.05
C -0.8289 4.3137 -1.2505 1.27
C -0.8654 5.5197 -0.5521 -1.13
C -1.4105 5.6229 0.7135 -1.33
C -1.9604 4.4978 1.2974 -0.82
C -1.9314 3.2645 0.6584 0.12
C -2.5933 2.0815 1.3119 2.09
C -2.6625 2.1201 2.8336 -1.87
C -1.3329 3.1548 -0.6156 -0.32
N -1.2218 1.8757 -1.2351 1.37
C -1.5435 1.8115 -2.4834 -0.92
C -1.3143 0.6768 -3.2792 -0.68
C -1.6238 0.4885 -4.6302 -0.86
C -1.2823 -0.8299 -4.9227 -1.53
C -0.7990 -1.3902 -3.7377 -0.74
N -0.8058 -0.4892 -2.7373 1.92
H 1.2714 3.8108 -4.0450 0.45
H 0.8419 2.5408 -2.9070 -0.28
H 1.8102 3.9081 -2.3632 0.30
H -1.0543 4.1378 -3.3983 0.36
H -0.0806 5.4579 -2.8507 0.42
H -0.4607 6.4041 -1.0322 0.32
H -1.4140 6.5738 1.2329 0.34
H -2.4063 4.5664 2.2811 0.32
H -2.0582 1.1952 1.0103 -1.51
H -3.6056 1.9797 0.8980 0.53
H -1.6720 2.3020 3.2501 0.35
H -3.0118 1.1548 3.2072 0.41
H -3.3523 2.8833 3.2048 0.48
H -2.0358 2.6527 -2.9745 0.68
H -2.0427 1.2339 -5.2909 0.52
H -1.3871 -1.3498 -5.8613 0.48
H -0.4803 -2.4066 -3.5622 0.42
C 5.4728 0.3714 -0.0701 -1.58
C 4.3057 -0.5720 0.1325 1.03
O 3.4178 -0.3924 -0.9636 -0.25
P 2.0853 -1.3096 -1.2390 0.84
O 2.7508 -2.7370 -1.0156 -0.15
C 2.4169 -3.8720 -0.1770 0.43
C 3.6719 -4.3466 0.5161 -1.61
O 2.0872 -1.1560 -2.8379 -0.07
C 3.1993 -1.5232 -3.6533 -0.32
C 3.6212 -0.3181 -4.4672 -1.25
H 6.1476 0.3273 0.7875 0.39
H 5.1165 1.3971 -0.1787 0.29
H 6.0339 0.1085 -0.9687 0.33
H 3.7910 -0.3708 1.0727 -0.41
H 4.6434 -1.6100 0.1553 0.05
H 1.9999 -4.6375 -0.8291 0.34
H 1.6546 -3.5931 0.5411 -0.21
H 4.4823 -4.4987 -0.2005 0.32
H 3.4541 -5.2984 1.0031 0.43
H 3.9962 -3.6354 1.2778 0.30
H 2.8667 -2.3413 -4.2953 0.41
H 4.0212 -1.8909 -3.0368 0.21
H 2.7891 0.0321 -5.0796 0.27
H 4.4578 -0.5710 -5.1230 0.39
H 3.9258 0.4908 -3.8014 0.23
C 1.6908 1.8192 -0.1750 -1.56
C 0.6347 0.9418 0.4899 2.87
O 0.2802 1.3255 1.5849 -0.61
H 1.3654 2.8550 -0.0687 0.49
H 1.8903 1.5802 -1.2130 -0.05
H 2.6136 1.6920 0.3961 0.15
Se -1.0443 -5.7159 -3.6010 -0.70
Sb -1.5295 -5.5460 -1.2323 0.63
Se -0.4660 -3.0589 -0.9612 -0.06
Se -3.8189 -5.1062 -0.5700 -0.63
Se -0.1493 -6.8717 0.2439 -0.69
```

Its spin multiplicity is 3. Its HOMO-LUMO gap (spin up / spin down) is 0.206 / 0.208 Ha. As for the charge: -2. The HOMO energy (spin up / spin down) is -0.062 / -0.064 hartree.

---

# 2
DFT (the ωB97M-V functional and the def2-TZVPD basis) results for a structure of composition C48H64HgN6O3S in a non-equilibrium geometry.

Geometry as XYZ:
```
123
Properties=species:S:1:pos:R:3:mulliken_charge:R:1
Hg -3.2885 0.8896 0.4852 0.79
C 3.1267 -2.3024 4.2905 -1.31
C 4.2598 -1.4653 4.2502 0.54
C 4.7973 -1.4431 2.9137 -0.47
C 3.9035 -2.1531 2.1524 -0.82
C 2.8818 -2.7376 2.9692 -1.01
C 1.7917 -3.6493 2.4298 2.77
C 2.3515 -4.6633 1.2926 -1.13
C 0.7563 -2.7531 1.7225 -1.41
C 1.1082 -4.4411 3.5617 -2.13
C 6.1064 -0.8384 2.3138 2.96
C 7.2286 -1.6408 2.9174 -1.61
C 6.1359 -0.9600 0.8032 -2.32
C 6.1502 0.6167 2.6996 -1.57
C 4.6806 -0.9230 5.6437 2.80
C 5.7038 0.2061 5.6806 -2.30
C 3.4036 -0.4129 6.3343 -1.82
C 5.2196 -2.0817 6.4749 -1.54
H 2.5329 -2.4886 5.1624 0.40
H 3.7899 -2.0797 1.0659 0.18
H 2.8194 -4.0886 0.4922 -0.27
H 1.6445 -5.4490 0.9811 0.51
H 3.2302 -5.2293 1.6831 0.35
H 1.2107 -2.1588 0.8767 0.14
H 0.1859 -2.0510 2.4324 0.25
H -0.0470 -3.2484 1.2085 0.46
H 1.8234 -4.6969 4.3415 0.44
H 0.6983 -5.3753 3.1255 0.41
H 0.2621 -4.0213 4.1276 0.30
H 7.1456 -2.6357 2.5980 0.47
H 7.2062 -1.7336 4.0473 0.18
H 8.2532 -1.3337 2.6453 0.38
H 6.0779 -2.0016 0.4970 0.38
H 7.1145 -0.5493 0.4322 0.42
H 5.4022 -0.4166 0.1664 0.36
H 7.2109 0.9737 2.9459 0.26
H 5.6974 0.7643 3.6616 0.23
H 5.7441 1.3858 1.9739 0.24
H 5.3039 1.1734 5.3151 0.37
H 6.5775 -0.0110 5.0755 0.43
H 5.9716 0.4544 6.7619 0.43
H 2.7882 0.1859 5.6414 0.36
H 3.5895 0.0744 7.3443 0.34
H 2.7443 -1.2409 6.5390 0.41
H 5.3490 -1.7827 7.5384 0.41
H 6.2036 -2.4340 6.0966 0.24
H 4.4781 -2.8574 6.5615 0.34
O -6.1201 8.1226 -5.0558 -0.68
N -6.4726 7.0129 -5.4465 0.80
O -7.5463 6.7346 -6.0637 -0.67
C -5.4468 5.9673 -5.2738 0.24
C -4.1736 6.3036 -5.4792 -1.01
C -3.0806 5.3971 -5.3710 1.22
C -1.7767 5.7437 -5.4983 -0.40
C -0.8234 4.7492 -5.4542 -0.78
C -1.2070 3.4534 -5.0868 -0.18
N -2.4785 3.1147 -4.8302 -0.32
C -3.4488 4.0091 -5.0740 -0.45
C -4.8058 3.6562 -4.7371 0.01
N -5.0717 2.3870 -4.3989 -0.34
C -6.2950 2.0632 -3.9765 -0.11
C -7.3602 2.9110 -4.0962 -0.66
C -7.1529 4.2785 -4.4704 -0.68
C -5.8497 4.6018 -4.9112 0.58
H -3.9507 7.3618 -5.7887 0.25
H -1.5675 6.8122 -5.7135 0.35
H 0.2132 4.9906 -5.5071 0.37
H -0.4211 2.7101 -4.8783 0.38
H -6.4195 1.0367 -3.6787 0.34
H -8.3500 2.5017 -3.7970 0.32
H -7.9916 4.9619 -4.5424 0.42
C 0.5504 4.7354 2.0419 -0.37
C -0.2188 4.5588 0.9380 -0.43
C -1.4408 3.8854 0.9689 -0.79
C -1.7314 3.0868 2.0596 0.59
C -2.7742 2.0956 2.1563 -0.09
C -3.1458 1.5453 3.3872 -0.42
C -2.5210 1.9762 4.5343 -0.55
C -1.4577 2.8540 4.5013 -0.70
C -0.9212 3.3078 3.2863 0.72
C 0.2431 4.0851 3.2120 -0.68
H 1.4551 5.3936 1.8813 0.29
H 0.1745 5.0696 0.0252 0.33
H -2.2025 3.9397 0.2093 0.56
H -3.9746 0.8419 3.3806 0.33
H -2.9979 1.6679 5.4622 0.36
H -0.9055 3.0577 5.4020 0.38
H 0.8601 4.2471 4.0864 0.37
C -3.3876 -2.3975 -3.8251 -1.21
N -3.5581 -1.3645 -2.7961 0.51
C -2.9210 -0.0492 -3.1417 -1.39
C -4.2085 -1.5922 -1.6181 0.34
N -4.1281 -0.9153 -0.4814 -0.50
N -5.0390 -2.7137 -1.6473 0.27
C -5.9996 -2.9536 -2.6869 -1.22
C -5.2167 -3.5521 -0.5103 -1.07
H -4.2253 -2.4616 -4.5405 0.37
H -3.1823 -3.4077 -3.4636 0.42
H -2.5379 -2.0517 -4.4808 0.33
H -3.3517 0.2116 -4.0941 0.63
H -1.8094 -0.0596 -3.1338 0.20
H -3.3217 0.6733 -2.4604 0.28
H -4.8082 -1.2633 0.1875 0.18
H -5.9437 -2.2073 -3.4722 0.30
H -7.0079 -3.0168 -2.2311 0.47
H -5.8010 -3.9105 -3.1245 0.37
H -4.2385 -3.8338 -0.0091 0.32
H -5.6934 -4.4166 -0.8845 0.40
H -5.8335 -3.1257 0.3459 0.30
O 4.1959 -3.0378 -1.1310 -0.44
S 3.8903 -3.5761 -2.4780 0.11
C 3.5589 -2.0996 -3.4568 -0.59
C 2.0270 -1.8451 -3.4652 -0.68
C 1.1815 -2.9345 -2.7154 -0.07
C 2.0811 -4.1124 -2.4196 -0.44
H 3.8835 -2.3045 -4.4908 0.34
H 4.1981 -1.3071 -3.0885 0.42
H 1.6552 -1.9044 -4.5326 0.28
H 1.7030 -0.8029 -3.1697 0.29
H 0.3437 -3.2351 -3.3616 0.21
H 0.7845 -2.5156 -1.7680 0.05
H 1.9774 -4.8856 -3.1349 0.49
H 2.0129 -4.6364 -1.3964 0.02
```

Its spin multiplicity is 2. Its HOMO-LUMO gap (spin up / spin down) is 0.110 / 0.115 Ha. As for the charge: -1. The HOMO energy (spin up / spin down) is -0.090 / -0.096 hartree.

---

# 3
DFT (the ωB97M-V functional and the def2-TZVPD basis) results for a cluster of 10 separate species, C37H86O15 in total in a non-equilibrium geometry.

Geometry as XYZ:
```
138
Properties=species:S:1:pos:R:3:mulliken_charge:R:1
C -20.4491 -18.8237 3.3795 -0.70
C -21.8372 -18.8759 2.8221 0.05
C -21.8114 -20.0382 1.8480 -0.49
O -20.4358 -20.4169 1.6748 -0.42
C -19.5769 -19.4697 2.3034 -0.07
H -20.3198 -19.2954 4.3566 0.30
H -20.1258 -17.8156 3.6528 0.36
H -21.9993 -17.9890 2.2048 -0.33
H -22.6707 -18.8811 3.5235 0.43
H -22.3445 -19.7308 0.9451 0.26
H -22.3946 -20.8796 2.2293 0.32
H -19.1823 -18.7688 1.5659 0.06
H -18.7784 -19.9725 2.8499 0.25
C -11.7969 -25.4345 -1.5824 -0.91
C -12.4702 -24.1023 -1.2149 -0.08
C -13.6530 -24.0589 -2.1638 0.40
O -13.9544 -25.4445 -2.4026 -0.47
C -12.9071 -26.3543 -2.0477 -0.41
H -11.2539 -25.8598 -0.7342 0.37
H -10.9846 -25.3092 -2.3010 0.31
H -11.8297 -23.2394 -1.3957 0.47
H -12.7496 -24.2319 -0.1695 -0.09
H -13.3223 -23.4508 -3.0086 0.02
H -14.4478 -23.5107 -1.6565 -0.16
H -12.4869 -26.8238 -2.9392 0.25
H -13.1787 -27.1192 -1.3222 0.31
C -25.7780 -23.1404 -2.9255 0.49
C -26.3741 -24.4763 -2.8084 -0.42
C -27.2918 -24.7050 -3.9763 -0.33
O -27.7479 -23.3502 -4.2450 -0.46
C -26.7969 -22.3702 -3.7422 -0.45
H -24.8214 -23.1157 -3.4496 -0.49
H -25.6135 -22.7782 -1.9099 0.18
H -26.9685 -24.6688 -1.9102 0.35
H -25.6008 -25.2432 -2.6973 0.12
H -28.1001 -25.3964 -3.7583 0.32
H -26.6618 -24.8846 -4.8521 0.13
H -27.3504 -21.6539 -3.1353 0.22
H -26.4042 -21.9556 -4.6706 0.31
C -19.8387 -22.2984 -5.8023 0.55
C -19.7919 -23.0948 -7.1101 -0.47
C -21.0718 -22.7228 -7.8376 -0.65
O -22.0061 -22.4036 -6.8073 -0.47
C -21.2746 -21.7213 -5.7538 0.07
H -19.1240 -21.4750 -5.8356 0.25
H -19.5878 -22.8918 -4.9242 -0.57
H -19.7863 -24.1712 -6.9199 0.23
H -18.8750 -22.9930 -7.6920 0.41
H -21.5690 -23.5100 -8.4048 0.33
H -20.9062 -21.8972 -8.5366 0.31
H -21.8245 -21.9679 -4.8457 -0.29
H -21.3150 -20.6409 -5.9020 0.37
C -22.4133 -23.0189 -0.8709 -0.92
O -21.8706 -22.6796 -2.1357 -0.16
C -20.7578 -21.7674 -2.1249 -0.20
C -19.3484 -22.4036 -2.0847 -0.45
O -18.3709 -21.4881 -2.5076 0.06
C -17.1490 -22.0869 -2.8483 -0.76
H -21.5407 -23.2664 -0.2608 0.45
H -23.0645 -23.8941 -0.8497 0.20
H -23.0284 -22.2913 -0.3338 0.28
H -21.0124 -21.0029 -1.3871 0.11
H -20.8479 -21.1960 -3.0517 -0.16
H -19.4017 -23.3405 -2.6449 0.40
H -19.1158 -22.6180 -1.0366 0.51
H -16.3516 -21.3607 -2.9995 -0.05
H -17.2410 -22.7815 -3.6856 0.35
H -16.8146 -22.6429 -1.9641 0.38
C -23.3185 -25.6009 -6.3936 0.06
O -22.5856 -26.1305 -5.3248 -0.47
C -22.0445 -25.1481 -4.4491 0.91
C -21.7300 -25.9373 -3.1827 -0.76
O -23.0092 -26.3940 -2.7323 -0.17
C -22.9083 -27.3512 -1.6492 -0.94
H -23.7084 -26.3593 -7.0737 0.32
H -22.7129 -24.9137 -6.9872 -0.14
H -24.2131 -25.1420 -5.9602 -0.04
H -22.7747 -24.3946 -4.1413 -0.44
H -21.1773 -24.6311 -4.8660 -0.05
H -21.1899 -25.2994 -2.4770 0.20
H -21.0590 -26.7779 -3.3788 0.51
H -23.8783 -27.8151 -1.4898 0.26
H -22.4691 -26.9040 -0.7565 0.33
H -22.2294 -28.1453 -1.9718 0.35
C -14.1162 -20.8670 -6.1946 -0.70
O -14.1715 -21.1177 -4.7944 -0.22
C -13.6615 -20.1566 -3.8550 0.09
C -12.1953 -19.7888 -4.0551 -0.78
O -11.9237 -19.0518 -5.2597 -0.33
C -10.5489 -18.7288 -5.4161 -0.76
H -14.6995 -21.6991 -6.5869 0.20
H -13.1231 -20.8130 -6.6371 0.22
H -14.6937 -19.9495 -6.3383 0.32
H -13.8013 -20.5779 -2.8607 -0.10
H -14.2829 -19.2612 -3.9495 0.38
H -11.5507 -20.6702 -4.0148 0.37
H -11.9124 -19.1041 -3.2495 0.45
H -10.1381 -18.2826 -4.5062 0.30
H -10.3812 -17.9467 -6.1568 0.26
H -9.9720 -19.5984 -5.7358 0.30
C -20.6596 -17.3352 -1.0632 -0.78
O -21.0866 -16.6635 0.1346 -0.12
C -21.5447 -15.3506 -0.0837 -0.52
C -22.0665 -14.7691 1.2073 -0.53
O -22.3222 -13.3707 1.1284 -0.38
C -22.5902 -12.7944 2.4036 -0.68
H -19.8933 -16.7257 -1.5509 0.39
H -21.3644 -17.4414 -1.8929 0.35
H -20.3010 -18.3049 -0.7268 0.09
H -22.4265 -15.3728 -0.7306 0.29
H -20.7598 -14.6845 -0.4506 0.33
H -21.3552 -15.0757 1.9824 0.33
H -23.0136 -15.2419 1.4846 0.32
H -23.4882 -13.2905 2.7815 0.29
H -22.7680 -11.7229 2.4839 0.28
H -21.7509 -12.9650 3.0830 0.29
C -15.8783 -19.9901 0.4458 -0.05
O -15.3245 -20.9852 1.2454 -0.28
C -13.9649 -21.2379 1.0504 0.03
C -13.4182 -22.3317 1.9654 -0.60
O -13.0370 -21.6539 3.1717 -0.35
C -12.1598 -22.4412 3.9603 -0.69
H -16.9351 -19.8415 0.6579 -0.17
H -15.7336 -20.1769 -0.6231 -0.03
H -15.3075 -19.1058 0.7541 0.43
H -13.3377 -20.3553 1.2151 0.38
H -13.7825 -21.5093 0.0026 -0.07
H -12.5524 -22.7243 1.4275 0.33
H -14.1392 -23.1332 2.1357 0.32
H -11.5375 -23.0617 3.3097 0.29
H -12.7441 -23.1234 4.5827 0.26
H -11.5050 -21.8137 4.5618 0.25
C -18.6024 -18.8099 -4.3512 0.16
O -18.6395 -17.3840 -4.3694 -0.58
H -19.4687 -19.0384 -3.7358 -0.13
H -18.6364 -19.2354 -5.3570 0.20
H -17.6513 -19.1444 -3.9330 0.05
H -17.8050 -17.0209 -4.6754 0.29
```

Its spin multiplicity is 1. Its HOMO-LUMO gap is 0.346 Ha. As for the charge: 0. The HOMO energy is -0.331 hartree.

---

# 4
DFT (the ωB97M-V functional and the def2-TZVPD basis) results for the molecule CH2P2S3 in a non-equilibrium geometry.

Geometry as XYZ:
```
8
Properties=species:S:1:pos:R:3:nbo_charge:R:1
C 0.7778 -0.3446 -0.4523 -1.16
P 1.1356 1.2297 -1.1963 0.76
P -0.2861 -0.2464 1.4423 0.53
S -1.0990 -1.8895 2.1941 -0.50
S -0.5871 2.2328 -0.7183 0.04
S -1.8820 0.9633 0.1378 -0.21
H 0.3406 -0.8983 -1.2334 0.26
H 1.6002 -1.0471 -0.1739 0.28
```

Its spin multiplicity is 1. Its HOMO-LUMO gap (spin up / spin down) is 0.189 / 0.189 Ha. As for the charge: 0. The HOMO energy (spin up / spin down) is -0.287 / -0.287 hartree.

---

Which value of charge does entry 3 give? 0

---

What is the formula in the third record? C37H86O15